{"formula": "C33H66AsN2OPReS2", "method": "the ωB97M-V functional and the def2-TZVPD basis", "relative_energy_kj_mol": 0.0, "e_tot_ha": -4933.0175, "multiplicity": 4, "gap_ev": [8.210, 7.468], "total_charge": 2, "species": ["Re", "C", "C", "C", "C", "C", "C", "H", "H", "H", "H", "H", "H", "H", "H", "H", "C", "O", "H", "H", "H", "C", "C", "C", "C", "C", "C", "P", "C", "C", "C", "C", "C", "C", "C", "C", "C", "C", "C", "C", "H", "H", "H", "H", "H", "H", "H", "H", "H", "H", "H", "H", "H", "H", "H", "H", "H", "H", "H", "H", "H", "H", "H", "H", "H", "H", "H", "H", "H", "H", "H", "H", "H", "C", "As", "C", "C", "S", "H", "H", "H", "H", "H", "H", "H", "H", "H", "C", "N", "C", "C", "S", "N", "C", "C", "H", "H", "H", "H", "H", "H", "H", "H", "H", "H", "H", "H"], "positions_angstrom": [[0.89089, -1.21565, -0.44342], [0.58144, 0.28356, 4.70309], [0.13355, -1.07446, 4.14110], [0.99375, -2.19881, 4.73648], [-1.34735, -1.31074, 4.47194], [0.30884, -1.06432, 2.68290], [0.44091, -1.04449, 1.46480], [0.43417, 0.29501, 5.78366], [0.00319, 1.10038, 4.26793], [1.63797, 0.45921, 4.49972], [0.85949, -2.22577, 5.81838], [2.05053, -2.03521, 4.52486], [0.70769, -3.17013, 4.33029], [-1.48021, -1.31771, 5.55417], [-1.69257, -2.27081, 4.08375], [-1.97293, -0.51676, 4.06100], [3.78126, -2.12070, -1.23910], [2.58050, -1.35294, -1.23273], [3.86918, -2.60771, -2.20920], [3.76790, -2.87203, -0.44964], [4.62427, -1.44913, -1.08670], [1.08975, 2.80859, -4.93196], [0.26465, 1.65349, -4.37269], [1.15457, 0.65106, -3.63714], [2.08826, 1.26177, -2.56879], [2.74661, 2.57589, -3.04167], [1.84524, 3.53332, -3.82323], [1.32926, 1.26869, -0.88497], [-0.02724, 2.54177, -0.97520], [0.05474, 3.77137, -0.04127], [-0.90679, 3.62927, 1.13477], [-2.34713, 3.69864, 0.61149], [-2.47108, 3.01265, -0.76071], [-1.42274, 1.91296, -0.90750], [2.63696, 1.92788, 0.25418], [3.98270, 1.17205, 0.16697], [4.11824, 0.13835, 1.28266], [4.18911, 0.82715, 2.65216], [3.38071, 2.12924, 2.65751], [2.17460, 2.03989, 1.72446], [0.45119, 3.50501, -5.47630], [1.80921, 2.41199, -5.65588], [-0.25204, 1.13457, -5.18322], [-0.51805, 2.04580, -3.71443], [1.79281, 0.16406, -4.38028], [0.54343, -0.14974, -3.20180], [2.89237, 0.54081, -2.43065], [3.56664, 2.28295, -3.70451], [3.22096, 3.09597, -2.20700], [2.46836, 4.32141, -4.24820], [1.13801, 4.04456, -3.16374], [0.10972, 2.91226, -1.98809], [-0.24633, 4.64604, -0.62465], [1.07155, 3.98231, 0.27666], [-0.73481, 4.41198, 1.87409], [-0.72458, 2.67706, 1.64449], [-2.64581, 4.74405, 0.52081], [-3.03289, 3.24814, 1.33394], [-2.33505, 3.74058, -1.56498], [-3.47354, 2.61023, -0.89802], [-1.59783, 1.31338, -1.80535], [-1.47995, 1.22763, -0.05494], [2.79751, 2.93926, -0.13147], [4.78140, 1.90856, 0.28639], [4.13839, 0.73226, -0.81757], [5.00267, -0.47963, 1.12454], [3.25867, -0.53947, 1.26508], [5.22672, 1.03823, 2.91447], [3.81084, 0.14501, 3.41797], [4.00878, 2.96805, 2.34601], [3.04644, 2.36862, 3.66790], [1.55313, 2.92171, 1.85998], [1.56156, 1.18125, 2.00370], [0.33758, -6.60578, 0.59572], [-0.45625, -4.90135, 0.22468], [-1.20562, -4.25349, 1.87131], [-1.82632, -5.22289, -1.09153], [1.15855, -3.68539, -0.49896], [-0.43313, -7.28361, 0.96150], [1.11572, -6.48120, 1.34544], [0.77145, -6.99775, -0.32198], [-2.27436, -4.45803, 1.89797], [-1.00915, -3.18729, 1.94496], [-0.71013, -4.77060, 2.69138], [-2.80060, -5.21949, -0.60599], [-1.63898, -6.19956, -1.53385], [-1.78318, -4.45134, -1.85319], [-5.09971, -1.18260, -2.25798], [-3.68009, -0.81273, -2.23055], [-3.07388, -0.72052, -3.55916], [-2.94881, -0.88705, -1.10686], [-1.38000, -1.64625, -1.29520], [-3.47813, -0.50720, 0.04774], [-2.89762, -0.84469, 1.33978], [-4.66172, 0.35088, 0.14036], [-5.22821, -1.94980, -3.02199], [-5.73611, -0.33470, -2.51005], [-5.40561, -1.59794, -1.30283], [-3.73496, -0.11921, -4.18246], [-2.96213, -1.70692, -4.01295], [-2.10355, -0.23709, -3.50544], [-2.00053, -1.43416, 1.20675], [-3.62875, -1.39622, 1.93360], [-2.63434, 0.07215, 1.86990], [-4.84146, 0.85090, -0.80481], [-4.46622, 1.09831, 0.90796], [-5.54608, -0.21706, 0.42943]], "atomic_forces_ev_per_a": [[-0.524, -0.130, -0.109], [-0.001, 0.001, 0.008], [0.036, 0.039, 0.000], [0.007, 0.010, 0.012], [0.001, 0.011, 0.009], [-0.024, 0.057, -0.029], [0.132, 0.002, -0.074], [0.003, -0.003, 0.000], [-0.003, 0.001, 0.001], [0.005, 0.004, -0.006], [0.001, -0.002, -0.001], [-0.003, -0.002, -0.007], [-0.003, -0.002, 0.012], [0.002, -0.007, -0.001], [-0.010, 0.003, 0.007], [0.013, -0.007, 0.028], [-0.088, -0.032, -0.025], [0.291, 0.096, 0.163], [0.015, -0.017, 0.004], [0.015, 0.011, 0.009], [0.019, 0.004, -0.012], [0.013, -0.004, -0.005], [-0.006, -0.005, 0.011], [0.010, -0.005, -0.001], [0.017, 0.026, -0.001], [-0.008, -0.001, -0.002], [-0.002, 0.003, 0.005], [0.044, 0.038, 0.084], [0.004, -0.015, 0.036], [0.007, 0.003, -0.019], [0.011, 0.022, -0.008], [-0.003, 0.027, -0.003], [-0.021, -0.029, 0.010], [-0.016, -0.019, 0.028], [-0.022, -0.030, -0.013], [0.029, 0.018, 0.017], [-0.027, -0.020, -0.010], [0.000, -0.009, -0.002], [-0.006, 0.014, 0.013], [-0.020, 0.039, -0.010], [-0.006, 0.004, 0.010], [-0.006, 0.003, -0.005], [0.006, -0.002, -0.005], [-0.003, -0.002, -0.008], [0.002, 0.014, -0.007], [0.010, -0.010, -0.011], [0.004, -0.004, 0.027], [-0.009, -0.005, -0.010], [0.011, -0.004, -0.009], [0.001, -0.002, -0.004], [0.005, 0.007, -0.006], [-0.024, -0.016, -0.007], [0.000, -0.002, -0.004], [0.012, 0.000, -0.004], [0.009, 0.005, -0.009], [-0.013, -0.003, 0.003], [-0.029, -0.009, 0.009], [0.021, -0.036, -0.003], [0.031, 0.000, 0.005], [-0.042, 0.006, -0.008], [0.012, 0.013, 0.007], [0.003, 0.009, 0.010], [0.027, 0.021, 0.019], [0.005, 0.001, -0.029], [-0.027, -0.030, 0.019], [0.010, 0.005, -0.004], [-0.010, -0.011, -0.031], [0.000, 0.000, -0.005], [0.005, 0.003, 0.000], [0.002, -0.002, -0.008], [0.000, 0.002, 0.004], [-0.020, -0.029, 0.006], [0.017, -0.052, -0.006], [0.001, 0.000, -0.004], [0.002, -0.068, 0.070], [-0.041, 0.002, -0.033], [-0.009, 0.025, 0.023], [0.052, 0.138, -0.111], [0.001, -0.001, 0.000], [-0.002, 0.006, 0.004], [0.003, 0.000, 0.000], [-0.001, -0.010, 0.001], [-0.004, -0.002, -0.001], [0.003, 0.003, -0.002], [0.000, -0.012, -0.002], [0.000, 0.009, -0.012], [0.000, 0.021, -0.007], [-0.018, 0.012, -0.011], [0.026, -0.001, 0.046], [0.003, -0.029, 0.007], [-0.008, 0.138, -0.135], [0.093, -0.174, 0.057], [0.010, -0.083, 0.079], [-0.010, 0.000, -0.024], [0.027, 0.008, 0.010], [0.002, 0.002, 0.000], [0.000, -0.002, 0.000], [0.002, -0.007, -0.024], [-0.001, -0.003, 0.001], [0.012, 0.001, 0.010], [0.004, 0.007, -0.004], [-0.041, 0.001, 0.005], [-0.017, 0.018, 0.006], [0.007, 0.000, -0.026], [0.000, 0.010, 0.021], [0.005, 0.025, -0.009], [0.006, 0.004, 0.012]]}



{"formula": "C33H66BaN3O5", "method": "the ωB97M-V functional and the def2-TZVPD basis", "relative_energy_kj_mol": 944.5, "e_tot_ha": -1862.4701, "gap_ev": 2.651, "total_charge": -1, "species": ["Ba", "C", "C", "C", "C", "C", "C", "N", "O", "C", "C", "C", "H", "H", "H", "H", "H", "H", "H", "H", "H", "H", "H", "H", "H", "H", "H", "H", "H", "H", "C", "C", "C", "C", "C", "C", "N", "O", "C", "C", "C", "H", "H", "H", "H", "H", "H", "H", "H", "H", "H", "H", "H", "H", "H", "H", "H", "H", "H", "C", "C", "C", "C", "C", "C", "N", "O", "C", "C", "C", "H", "H", "H", "H", "H", "H", "H", "H", "H", "H", "H", "H", "H", "H", "H", "H", "H", "H", "C", "C", "O", "C", "H", "H", "H", "H", "H", "H", "C", "C", "O", "C", "H", "H", "H", "H", "H", "H"], "positions_angstrom": [[-17.55095, 28.93751, -18.39034], [-19.41906, 34.71399, -17.43145], [-18.70229, 35.36682, -18.65037], [-17.56899, 36.23950, -18.01701], [-16.47869, 36.77980, -18.96068], [-15.89691, 35.53635, -19.58989], [-16.91701, 34.55563, -20.35535], [-17.99775, 34.20842, -19.41902], [-18.95985, 33.29748, -20.17084], [-16.10757, 33.36173, -20.79570], [-17.36817, 35.34985, -21.64118], [-19.68944, 36.24578, -19.49239], [-20.25508, 34.19007, -17.89478], [-19.87377, 35.48488, -16.80930], [-18.79394, 34.03419, -16.85249], [-17.16375, 35.73156, -17.14187], [-17.99159, 37.08884, -17.48021], [-15.72433, 37.38622, -18.45939], [-16.87721, 37.50780, -19.66729], [-15.44580, 34.88420, -18.84202], [-15.09979, 35.74726, -20.30278], [-15.68378, 32.94176, -19.88349], [-15.39880, 33.69327, -21.55454], [-16.72676, 32.59634, -21.26354], [-18.13861, 34.82061, -22.20193], [-16.60350, 35.32609, -22.41758], [-17.57436, 36.41206, -21.50969], [-20.43557, 35.61541, -19.97614], [-19.30669, 36.97892, -20.20239], [-20.28594, 36.77103, -18.74648], [-10.33695, 27.71653, -21.58553], [-11.15003, 26.79273, -22.43730], [-10.20840, 25.60517, -22.85480], [-10.94440, 24.49429, -23.60043], [-12.06259, 23.92787, -22.72381], [-13.02969, 24.95787, -22.15227], [-12.25542, 26.15150, -21.64803], [-12.94539, 26.81116, -20.55906], [-13.94854, 24.21255, -21.07930], [-13.96280, 25.36598, -23.31694], [-11.64462, 27.68638, -23.61003], [-10.79537, 28.66071, -21.29143], [-9.42152, 28.05043, -22.07400], [-9.91043, 27.20185, -20.72455], [-9.81214, 25.21130, -21.91887], [-9.44341, 25.92461, -23.56251], [-10.19442, 23.72363, -23.77856], [-11.27914, 24.74175, -24.60780], [-11.64439, 23.20743, -22.02084], [-12.55263, 23.24723, -23.42002], [-14.72492, 24.87769, -20.70123], [-13.39842, 23.94672, -20.17665], [-14.41337, 23.31496, -21.48719], [-14.43596, 26.30960, -23.04530], [-14.74922, 24.65357, -23.56617], [-13.44819, 25.53403, -24.26300], [-10.99360, 28.54361, -23.78158], [-12.60194, 28.11458, -23.31292], [-11.82363, 27.16996, -24.55310], [-22.05170, 26.71048, -16.34347], [-21.59705, 25.63759, -15.31352], [-21.66402, 24.25919, -16.02823], [-20.95322, 23.13737, -15.31545], [-19.47854, 23.52514, -15.01613], [-19.34293, 24.89267, -14.22809], [-20.18868, 25.95277, -14.84100], [-19.87663, 27.33004, -14.43715], [-17.78034, 25.23712, -14.17478], [-19.75026, 24.58877, -12.79458], [-22.70254, 25.63187, -14.17735], [-21.41469, 26.68795, -17.22766], [-22.05801, 27.75021, -16.01631], [-23.03324, 26.43681, -16.73048], [-21.25980, 24.37942, -17.03333], [-22.66043, 23.87566, -16.24770], [-20.97150, 22.18210, -15.84008], [-21.45350, 22.92667, -14.37025], [-18.84408, 23.53186, -15.90242], [-19.06873, 22.72002, -14.40626], [-17.33890, 25.49258, -15.13808], [-17.14963, 24.44222, -13.77676], [-17.59334, 26.14127, -13.59543], [-18.91722, 24.07362, -12.31628], [-20.59083, 23.90009, -12.70929], [-19.93668, 25.44831, -12.15075], [-22.96172, 26.57743, -13.70106], [-22.53064, 24.98040, -13.32054], [-23.64572, 25.27804, -14.59368], [-11.89456, 30.84720, -14.05129], [-13.27576, 31.43020, -14.03283], [-14.18032, 31.06517, -14.82520], [-13.59885, 32.40997, -12.98734], [-11.25488, 31.70503, -13.84379], [-11.66444, 30.37945, -15.00856], [-11.80134, 30.13158, -13.23440], [-14.54516, 32.13565, -12.52115], [-13.77057, 33.33570, -13.53655], [-12.80218, 32.58859, -12.26518], [-21.23396, 25.17044, -23.78323], [-20.80592, 26.50860, -23.34351], [-20.12079, 26.69026, -22.34185], [-21.39830, 27.63114, -24.09926], [-20.52069, 24.40192, -23.48536], [-21.25232, 25.23673, -24.87106], [-22.18247, 25.03794, -23.26277], [-20.94408, 27.74090, -25.08401], [-21.18006, 28.51535, -23.50041], [-22.48641, 27.56944, -24.11713]], "atomic_forces_ev_per_a": [[-0.162, 0.303, 0.129], [-0.831, 0.401, -1.711], [1.978, -0.592, -0.699], [-0.339, 1.084, 0.258], [-0.628, -0.928, 0.289], [0.010, -1.235, -1.241], [-0.448, 3.162, 0.085], [-1.394, -0.990, -0.570], [1.410, 1.480, 1.678], [-0.688, -0.333, 0.117], [0.299, -0.804, -0.517], [-0.489, -0.812, 1.170], [-0.031, -0.527, 0.306], [0.227, 0.127, 0.231], [0.075, 0.149, -0.224], [0.578, -0.654, -0.396], [-0.733, 0.341, -0.268], [0.181, -0.318, 0.477], [-0.373, -0.326, -0.378], [0.069, 0.211, 0.436], [0.115, 0.178, -0.166], [0.549, -0.200, -0.176], [0.461, -0.161, 0.386], [-0.253, 0.117, 0.081], [-0.723, 0.160, 0.655], [0.782, 0.097, 0.229], [-0.386, -0.198, 0.274], [0.352, -0.272, -0.340], [0.400, -0.288, 0.146], [0.001, 0.490, 0.093], [1.200, 0.438, 1.210], [-0.718, -0.680, -0.252], [-1.289, 0.706, -0.922], [0.454, -0.119, 1.100], [0.508, -0.954, -1.232], [-0.145, -0.160, -0.274], [-1.382, -0.681, 2.167], [1.311, -0.458, -2.370], [0.932, 1.421, 0.127], [-0.276, 0.689, -0.033], [-0.585, -0.205, 0.016], [-0.543, -0.369, 0.219], [-0.001, -0.174, -0.788], [-0.546, -0.012, 0.442], [0.296, -0.044, -0.148], [0.436, 0.508, 0.439], [-0.028, -0.360, 0.010], [-0.218, 0.556, 0.111], [0.168, 0.503, 0.680], [-0.864, -0.066, 0.081], [-0.054, 0.133, -0.325], [0.360, -0.097, -0.147], [0.183, 0.049, -0.327], [-0.168, 0.050, 0.017], [-0.049, -0.289, 0.349], [0.349, 0.073, 0.096], [0.270, -0.171, -0.123], [-0.088, -0.004, 0.110], [0.150, -0.155, -0.018], [0.352, -0.392, -0.201], [-0.001, 0.923, 1.284], [0.331, -0.129, -0.531], [1.340, 0.438, 0.554], [-0.593, 0.420, 0.448], [0.253, -0.228, -0.284], [0.598, 0.505, -1.125], [-0.684, -2.357, -0.832], [-0.972, 0.893, -0.499], [0.363, -0.392, 1.082], [-0.131, -0.152, 0.123], [0.383, -0.133, -0.035], [0.009, -0.278, 0.509], [-0.271, 0.033, 0.199], [0.496, 0.087, -0.088], [-0.561, 0.664, 0.361], [-0.089, 0.088, -0.389], [-0.069, 0.098, 0.174], [-0.264, 0.257, -0.352], [0.222, 0.078, 0.318], [-0.359, -0.166, -0.459], [-0.443, -0.317, 0.157], [-0.322, -0.062, 0.292], [0.128, -0.240, 0.159], [-0.197, 0.158, -0.140], [-0.129, 0.325, -0.433], [0.543, 0.437, -0.390], [0.530, -0.288, -0.185], [-0.118, -0.066, -0.303], [-0.224, 0.575, -0.322], [-2.492, -2.317, -2.215], [2.400, 0.884, 1.691], [-0.210, 0.869, 0.307], [0.533, -0.269, -0.051], [-0.019, 0.033, 0.163], [0.042, -0.002, 0.044], [0.124, 0.061, 0.102], [-0.101, 0.272, 0.156], [-0.123, -0.156, 0.044], [0.871, -0.374, -0.226], [0.845, 0.183, 1.984], [-0.420, -0.108, -1.003], [0.134, 1.446, 0.640], [-0.158, 0.029, 0.151], [-0.751, -0.550, -0.009], [-0.283, -0.400, -0.560], [-0.297, -0.095, -0.105], [0.107, 0.234, -0.298], [0.006, -0.311, -0.473]]}